Entry 1:
Here is a molecular structure, C51H68AsFeN9O4S at a distorted geometry from the OMol25 dataset. Energies are from the ωB97M-V functional and the def2-TZVPD basis.

Calculated values
Gap between HOMO and LUMO (alpha / beta), Ha: 0.183 / 0.180
Net charge: -1
Multiplicity: 2

Structure (XYZ):
```
135
C51H68AsFeN9O4S | the OMol25 dataset | the ωB97M-V functional and the def2-TZVPD basis
Fe 0.69 1.98 -1.24
C -1.80 1.44 -3.66
O -1.25 1.13 -2.39
C -1.76 -0.03 -1.81
C -2.64 0.06 -0.73
C -2.93 1.38 -0.07
C -2.26 1.50 1.27
C -2.99 1.63 2.43
C -2.39 1.82 3.67
C -1.00 1.88 3.69
C -0.23 1.78 2.55
C 1.24 2.05 2.59
C 2.09 0.85 2.28
C 2.26 -0.15 3.22
C 3.06 -1.26 2.99
C 3.59 -1.40 1.71
C 3.42 -0.43 0.73
C 3.93 -0.70 -0.66
C 2.99 -1.64 -1.37
C 3.27 -2.98 -1.50
C 2.45 -3.85 -2.22
C 1.30 -3.30 -2.77
C 0.97 -1.96 -2.64
C -0.26 -1.39 -3.29
C -1.37 -1.28 -2.29
C -1.98 -2.42 -1.79
C -2.96 -2.35 -0.81
C -3.22 -1.10 -0.25
C -3.78 -3.56 -0.36
C -3.48 -4.81 -1.19
C -5.27 -3.22 -0.54
C -3.49 -3.88 1.11
C 1.81 -1.08 -1.92
O 1.59 0.19 -1.82
C 2.85 -5.32 -2.39
C 2.62 -6.07 -1.07
C 4.34 -5.41 -2.77
C 2.04 -6.01 -3.49
C 2.72 0.73 1.04
O 2.62 1.78 0.13
C 3.78 2.58 -0.03
C 3.37 -2.23 4.13
C 4.32 -3.36 3.72
C 4.04 -1.43 5.25
C 2.07 -2.86 4.64
C -0.85 1.54 1.31
O -0.14 1.37 0.21
C -3.18 2.01 4.97
C -2.95 0.78 5.86
C -4.68 2.16 4.73
C -2.68 3.27 5.68
H -2.54 2.24 -3.54
H -2.28 0.57 -4.11
H -0.99 1.78 -4.30
H -4.01 1.50 0.06
H -2.56 2.19 -0.70
H -4.07 1.62 2.35
H -0.49 2.07 4.63
H 1.51 2.42 3.59
H 1.44 2.82 1.86
H 1.77 -0.02 4.18
H 4.16 -2.29 1.45
H 4.93 -1.14 -0.63
H 3.96 0.23 -1.23
H 4.18 -3.36 -1.04
H 0.62 -3.93 -3.34
H -0.56 -2.03 -4.13
H 0.01 -0.40 -3.67
H -1.67 -3.37 -2.20
H -3.91 -1.00 0.58
H -3.63 -4.62 -2.25
H -4.16 -5.62 -0.90
H -2.46 -5.16 -1.04
H -5.46 -2.90 -1.56
H -5.57 -2.42 0.13
H -5.88 -4.10 -0.33
H -2.45 -4.17 1.24
H -4.13 -4.70 1.45
H -3.68 -3.01 1.75
H 3.19 -5.62 -0.26
H 2.92 -7.12 -1.16
H 1.56 -6.03 -0.80
H 4.98 -5.12 -1.94
H 4.55 -4.75 -3.61
H 4.59 -6.43 -3.05
H 0.99 -6.09 -3.22
H 2.43 -7.02 -3.66
H 2.12 -5.45 -4.43
H 4.68 2.02 0.23
H 3.71 3.48 0.59
H 3.84 2.88 -1.08
H 5.26 -2.97 3.35
H 3.87 -3.98 2.94
H 4.52 -3.99 4.58
H 4.92 -0.90 4.88
H 4.35 -2.09 6.06
H 3.35 -0.68 5.67
H 1.61 -3.46 3.86
H 1.35 -2.09 4.94
H 2.27 -3.50 5.50
H -3.31 -0.12 5.36
H -3.48 0.89 6.81
H -1.89 0.65 6.06
H -5.11 1.26 4.30
H -4.88 3.00 4.06
H -5.19 2.36 5.67
H -1.68 3.14 6.08
H -3.34 3.53 6.51
H -2.66 4.11 4.99
N 2.08 5.06 -2.04
C 1.37 5.03 -0.86
N 1.27 6.04 -0.02
N 0.53 5.56 0.99
N 0.20 4.34 0.77
N 0.72 3.95 -0.40
C 1.95 4.09 -2.98
N 2.32 4.22 -4.24
N 2.02 3.04 -4.82
N 1.51 2.24 -3.96
N 1.45 2.86 -2.76
H 2.42 5.96 -2.35
C -1.46 4.64 -5.34
As -2.22 5.73 -3.89
C -0.61 6.98 -3.75
C -4.39 4.90 -4.14
S -1.85 4.57 -2.14
H -1.07 5.28 -6.13
H -2.20 3.96 -5.76
H -0.63 4.05 -4.94
H -0.62 7.69 -4.57
H 0.27 6.35 -3.80
H -0.64 7.51 -2.80
H -4.99 5.67 -4.61
H -4.69 4.69 -3.12
H -4.29 4.02 -4.76
```

Entry 2:
Here is a molecular structure, C51H68InN2O2PTe from the OMol25 dataset. Energies are from the ωB97M-V functional and the def2-TZVPD basis.

Calculated values
Gap between HOMO and LUMO, Ha: 0.257
Energy relative to the best compared isomer or geometry (same formula, charge and spin), kcal per mole: 71.1
Net charge: +2

Structure (XYZ):
```
126
C51H68InN2O2PTe | the OMol25 dataset | the ωB97M-V functional and the def2-TZVPD basis
In -1.01 -0.32 0.04
O -1.58 -6.47 -3.47
C -2.68 -6.00 -2.74
C -2.40 -4.61 -2.26
C -3.35 -3.89 -1.55
C -3.01 -2.64 -1.07
N -1.83 -2.04 -1.29
C -0.95 -2.69 -2.07
C -1.19 -3.99 -2.51
C 0.28 -1.99 -2.46
C 0.91 -2.38 -3.58
C 2.23 -2.06 -4.11
C 2.63 -2.88 -5.32
O 2.72 -4.25 -4.98
C 3.09 -1.24 -3.50
C 2.72 -0.42 -2.31
N 0.69 -0.91 -1.59
H -1.73 -7.37 -3.76
H -2.89 -6.63 -1.87
H -3.60 -5.98 -3.35
H -4.33 -4.29 -1.34
H -3.72 -2.08 -0.50
H -0.42 -4.54 -3.04
H 0.39 -3.13 -4.16
H 3.55 -2.49 -5.76
H 1.85 -2.82 -6.08
H 3.58 -4.42 -4.58
H 4.08 -1.11 -3.92
H 3.51 0.29 -2.07
C 1.81 -3.29 0.28
C 2.58 -2.60 -0.84
C 4.09 -2.67 -0.61
C 2.16 -1.15 -1.06
C 1.32 0.18 -2.45
C 1.10 1.55 -1.91
C 0.38 2.46 -2.89
C 1.32 2.82 -4.04
C -0.90 1.82 -3.43
C 1.53 1.91 -0.69
C 2.29 1.04 0.27
C 2.43 -0.28 0.13
C 3.07 1.71 1.39
C 4.46 2.07 0.86
C 3.22 0.87 2.66
C 1.25 3.32 -0.28
C 2.20 4.29 -0.58
C 1.99 5.62 -0.28
C 0.80 6.00 0.32
C -0.16 5.04 0.60
C 0.04 3.69 0.31
P -1.30 2.51 0.74
C -1.22 2.60 2.64
C -1.39 3.99 3.28
C -2.20 1.65 3.32
C 0.21 2.13 2.96
C -2.87 3.29 -0.04
C -3.65 4.20 0.93
C -2.50 4.10 -1.29
C -3.84 2.21 -0.50
H 2.09 -4.34 0.32
H 0.72 -3.24 0.12
H 2.01 -2.84 1.25
H 2.38 -3.14 -1.77
H 4.37 -2.29 0.38
H 4.64 -2.10 -1.36
H 4.42 -3.70 -0.67
H 0.93 0.11 -3.46
H 0.12 3.39 -2.37
H 1.66 1.94 -4.59
H 2.20 3.35 -3.68
H 0.81 3.47 -4.76
H -0.71 1.01 -4.12
H -1.49 2.56 -3.97
H -1.54 1.43 -2.62
H 2.97 -0.79 0.92
H 2.57 2.65 1.65
H 5.01 1.16 0.62
H 5.03 2.62 1.61
H 4.43 2.69 -0.04
H 4.01 0.12 2.54
H 2.31 0.35 2.94
H 3.53 1.51 3.49
H 3.12 4.00 -1.08
H 2.74 6.36 -0.52
H 0.61 7.04 0.56
H -1.09 5.37 1.03
H -2.39 4.40 3.19
H -0.66 4.71 2.93
H -1.19 3.85 4.35
H -3.23 1.84 3.05
H -2.11 1.80 4.40
H -1.94 0.61 3.13
H 0.93 2.91 2.72
H 0.47 1.21 2.45
H 0.27 1.94 4.04
H -3.10 5.09 1.23
H -3.98 3.67 1.82
H -4.55 4.54 0.40
H -1.88 4.97 -1.09
H -3.43 4.46 -1.73
H -2.00 3.49 -2.04
H -4.38 1.77 0.34
H -3.36 1.42 -1.09
H -4.60 2.67 -1.13
C -5.59 -0.87 0.29
Te -3.85 -0.52 1.47
C -3.68 -2.46 2.33
H -5.72 -1.94 0.12
H -5.49 -0.35 -0.66
H -6.45 -0.48 0.83
H -4.43 -2.56 3.11
H -2.68 -2.53 2.74
H -3.82 -3.22 1.57
C -0.35 -1.21 1.79
C 0.00 -1.74 2.82
C 0.40 -2.37 4.04
C 0.52 -1.62 5.21
C 0.92 -2.23 6.39
C 1.21 -3.59 6.40
C 1.09 -4.34 5.24
C 0.69 -3.74 4.06
H 0.30 -0.56 5.19
H 1.02 -1.65 7.29
H 1.52 -4.07 7.32
H 1.32 -5.40 5.26
H 0.60 -4.32 3.15
```

Entry 3:
Here is 5 unconnected molecules or ions with the total composition C51H71FIN2O6 at a distorted geometry from the OMol25 dataset. Energies are from the ωB97M-V functional and the def2-TZVPD basis.

Calculated values
Gap between HOMO and LUMO, Ha: 0.287
Net charge: +1

Structure (XYZ):
```
132
C51H71FIN2O6 | the OMol25 dataset | the ωB97M-V functional and the def2-TZVPD basis
C 3.79 -4.74 2.44
C 3.44 -3.63 2.86
C 3.13 -2.11 3.03
C 3.79 -1.18 1.90
C 2.92 0.16 1.78
C 1.76 0.12 0.70
N 2.16 -0.30 -0.68
C 2.47 0.83 -1.64
C 3.85 1.50 -1.22
C 5.09 0.51 -1.02
O 5.24 -0.58 -1.55
I 6.63 1.18 0.38
O 2.52 0.11 -2.90
C 3.38 0.72 -3.88
C 2.97 0.12 -5.33
C 2.95 -1.49 -5.28
C 1.47 -2.07 -5.05
C 1.22 1.88 -1.68
C 0.29 1.60 -2.97
N -0.42 0.27 -2.82
C -1.07 -0.08 -4.15
C 1.75 3.38 -1.76
C 0.68 4.50 -2.07
C 1.33 5.94 -1.73
F -0.57 4.40 -1.39
O 0.30 1.78 -0.59
C 0.82 1.44 0.69
C 1.43 2.66 1.54
C 0.59 4.00 1.43
O 1.20 5.07 1.49
C -0.49 1.03 1.55
O -1.31 0.07 0.87
C -2.63 0.59 0.57
C -3.28 -0.46 -0.45
O -3.74 -1.66 0.24
C -3.47 -2.76 -0.67
C -4.15 -4.12 -0.21
H 4.14 -5.70 1.95
H 3.58 -1.80 4.03
H 2.02 -1.88 3.13
H 4.00 -1.71 0.92
H 4.80 -0.87 2.31
H 3.64 1.03 1.72
H 2.40 0.27 2.80
H 1.08 -0.73 1.06
H 1.31 -0.74 -1.10
H 2.88 -1.05 -0.72
H 3.69 2.00 -0.21
H 4.22 2.33 -1.91
H 3.16 1.83 -3.94
H 4.49 0.53 -3.76
H 1.98 0.55 -5.65
H 3.82 0.40 -6.04
H 3.25 -1.83 -6.33
H 3.72 -1.92 -4.57
H 0.81 -1.54 -5.82
H 1.08 -1.80 -4.02
H 1.40 -3.19 -5.23
H -0.57 2.36 -3.02
H 0.85 1.70 -3.95
H -1.23 0.51 -2.23
H -1.26 -1.20 -4.09
H -2.09 0.40 -4.27
H -0.38 0.15 -5.02
H 2.51 3.42 -2.61
H 2.34 3.72 -0.84
H 0.48 4.51 -3.20
H 1.81 6.31 -2.70
H 0.52 6.70 -1.47
H 2.15 5.88 -0.97
H 1.36 2.33 2.63
H 2.51 2.89 1.35
H -0.55 3.98 1.28
H -1.13 1.93 1.80
H -0.10 0.53 2.51
H -2.51 1.62 0.11
H -3.26 0.57 1.51
H -2.42 -0.81 -1.12
H -4.09 0.01 -1.10
H -3.83 -2.50 -1.72
H -2.34 -2.97 -0.76
H -3.55 -4.98 -0.67
H -5.21 -4.25 -0.60
H -4.10 -4.27 0.91
C -2.28 2.46 4.86
C -1.33 3.43 4.54
C -0.44 3.88 5.50
C -0.49 3.37 6.79
C -1.43 2.40 7.12
C -2.33 1.95 6.15
H -2.97 2.11 4.11
H -1.29 3.83 3.53
H 0.29 4.64 5.25
H 0.21 3.72 7.54
H -1.47 1.99 8.12
H -3.07 1.20 6.41
C -7.90 1.08 0.91
C -6.55 1.03 1.25
C -5.96 2.11 1.90
C -6.71 3.24 2.21
C -8.06 3.28 1.86
C -8.65 2.21 1.21
H -8.36 0.24 0.40
H -5.96 0.15 1.02
H -4.91 2.08 2.16
H -6.25 4.08 2.71
H -8.65 4.16 2.10
H -9.70 2.24 0.94
C -6.19 -4.76 4.70
C -6.11 -3.98 5.85
C -5.55 -2.71 5.79
C -5.08 -2.22 4.57
C -5.16 -3.00 3.43
C -5.71 -4.27 3.49
H -6.63 -5.75 4.75
H -6.49 -4.36 6.79
H -5.49 -2.10 6.68
H -4.65 -1.22 4.52
H -4.79 -2.61 2.48
H -5.77 -4.88 2.60
C 7.85 -4.09 -6.06
C 7.97 -5.29 -5.38
C 7.49 -5.41 -4.08
C 6.88 -4.32 -3.46
C 6.77 -3.11 -4.14
C 7.25 -2.99 -5.44
H 8.23 -4.00 -7.07
H 8.43 -6.15 -5.86
H 7.58 -6.35 -3.55
H 6.51 -4.41 -2.45
H 6.29 -2.26 -3.66
H 7.17 -2.05 -5.97
```

Number 1: E -6675.58572 Ha. Number 2: E -3043.05398 Ha. Number 3: E -2943.91455 Ha.